Molecular formula: C25H70N6O7
Method: DFT, ωB97M-V/def2-TZVPD

Geometry as XYZ:
```
108
Properties=species:S:1:pos:R:3:forces:R:3:lowdin_charge:R:1
C 16.833 -4.062 -14.089 -0.75 0.06 -0.27 -0.10
O 17.811 -3.717 -15.054 -0.22 -0.49 0.29 -0.17
C 17.859 -2.358 -15.381 0.56 0.56 -0.17 -0.23
C 16.609 -1.778 -16.014 -0.83 0.19 0.35 -0.47
C 16.269 -2.431 -17.338 0.80 0.10 -0.22 -0.05
N 16.680 -0.324 -16.168 0.33 0.01 -0.12 0.04
H 16.921 -5.116 -13.839 0.42 0.05 0.08 0.08
H 15.802 -3.973 -14.469 0.30 0.14 -0.11 0.06
H 16.876 -3.441 -13.184 0.28 -0.08 -0.06 0.10
H 18.120 -1.732 -14.510 -0.07 -0.21 0.12 0.12
H 18.688 -2.247 -16.092 -0.02 -0.07 0.06 0.13
H 15.772 -1.940 -15.323 0.08 -0.08 -0.03 0.12
H 15.224 -2.306 -17.597 -0.14 -0.12 -0.05 0.07
H 16.583 -3.477 -17.324 -0.39 -0.07 0.03 0.08
H 16.873 -1.963 -18.128 -0.13 0.00 0.05 0.08
H 17.440 -0.081 -16.801 -0.11 -0.01 0.03 0.07
H 16.901 0.114 -15.278 -0.08 0.00 -0.05 0.07
C 10.729 -4.949 -16.436 0.47 -0.07 -0.36 -0.12
O 9.986 -5.801 -17.285 0.21 0.08 0.23 -0.21
C 10.236 -7.163 -17.017 0.71 -0.17 0.01 -0.22
C 9.156 -8.003 -17.645 -0.43 -0.15 -0.06 -0.44
C 9.022 -7.679 -19.120 0.16 -0.25 -0.47 -0.06
N 7.848 -7.834 -17.012 0.19 0.11 0.06 0.05
H 10.575 -3.922 -16.766 0.60 -0.60 0.04 0.07
H 11.796 -5.191 -16.488 -0.10 -0.02 0.03 0.09
H 10.370 -5.022 -15.400 0.32 -0.05 -0.03 0.09
H 11.220 -7.466 -17.429 -0.14 0.23 0.08 0.13
H 10.288 -7.339 -15.931 -0.14 0.06 -0.02 0.12
H 9.459 -9.051 -17.560 0.00 -0.02 0.11 0.14
H 8.792 -6.628 -19.295 -0.11 -0.03 0.09 0.07
H 8.238 -8.298 -19.557 -0.05 0.08 0.00 0.08
H 9.950 -7.895 -19.657 -0.02 0.02 0.08 0.08
H 7.931 -7.942 -16.004 0.00 -0.12 -0.06 0.07
H 7.578 -6.861 -17.154 -0.34 -0.09 0.06 0.02
C 14.023 -6.929 -13.167 0.29 0.06 -0.26 -0.11
O 14.805 -6.007 -12.435 0.06 0.00 0.05 -0.21
C 14.854 -6.327 -11.055 -0.13 -0.49 -0.45 -0.23
C 15.561 -5.267 -10.258 -0.04 0.50 1.06 -0.44
C 17.049 -5.247 -10.513 0.58 -0.27 -0.34 -0.06
N 15.355 -5.495 -8.802 -0.16 -0.33 -0.39 0.04
H 14.298 -6.837 -14.220 -0.08 0.13 0.07 0.09
H 12.952 -6.713 -13.059 0.01 -0.12 0.10 0.08
H 14.239 -7.964 -12.876 -0.12 0.07 0.13 0.09
H 13.834 -6.470 -10.670 0.02 0.01 -0.01 0.11
H 15.407 -7.275 -10.932 -0.19 0.00 0.06 0.13
H 15.122 -4.284 -10.455 0.00 -0.08 -0.24 0.14
H 17.565 -4.421 -10.027 -0.18 0.02 0.23 0.08
H 17.316 -5.192 -11.569 -0.29 -0.01 -0.03 0.06
H 17.481 -6.187 -10.146 0.01 0.12 0.06 0.08
H 14.357 -5.581 -8.612 0.12 0.18 0.01 0.06
H 15.738 -6.409 -8.554 0.09 0.19 -0.02 0.07
C 6.368 -3.904 -12.508 -0.45 -0.33 0.84 -0.12
O 7.294 -4.025 -13.546 0.09 -0.03 -0.42 -0.21
C 6.687 -4.221 -14.821 -0.26 0.11 0.11 -0.19
C 7.803 -4.316 -15.832 -0.07 -0.47 -0.06 -0.43
C 8.576 -3.024 -15.913 0.07 0.77 -0.31 -0.07
N 7.281 -4.787 -17.124 0.10 0.78 -0.31 0.05
H 5.341 -4.085 -12.835 0.03 0.19 -0.11 0.09
H 6.432 -2.923 -12.030 -0.06 0.06 -0.11 0.09
H 6.562 -4.663 -11.736 0.10 0.12 -0.11 0.08
H 6.052 -5.116 -14.810 0.27 -0.10 -0.04 0.13
H 6.012 -3.380 -15.058 0.19 0.02 0.05 0.13
H 8.490 -5.091 -15.471 -0.37 0.00 -0.05 0.12
H 9.287 -3.056 -16.744 -0.62 0.34 0.21 0.06
H 9.156 -2.840 -15.009 -0.06 0.02 0.01 0.05
H 7.922 -2.162 -16.086 -0.11 -0.09 0.08 0.10
H 6.733 -4.036 -17.549 -0.15 -0.19 0.22 0.09
H 8.093 -4.848 -17.741 -0.15 -0.26 0.15 0.06
C 10.584 0.040 -15.963 -0.33 0.35 0.06 -0.09
O 10.058 1.254 -15.436 0.09 -0.35 -0.07 -0.19
C 10.636 2.388 -16.037 0.50 -0.17 -0.27 -0.25
C 10.128 3.604 -15.332 -0.61 0.19 0.62 -0.47
C 10.604 4.896 -15.963 -0.20 0.27 0.38 -0.07
N 10.581 3.559 -13.930 -0.17 0.19 0.05 0.04
H 10.249 -0.097 -17.000 0.21 0.04 -0.01 0.09
H 10.190 -0.783 -15.376 0.04 0.05 0.11 0.06
H 11.673 0.038 -15.897 0.03 -0.11 -0.09 0.09
H 11.737 2.361 -15.939 -0.16 -0.08 -0.02 0.14
H 10.396 2.438 -17.110 -0.06 -0.06 0.05 0.13
H 9.026 3.563 -15.363 0.12 0.04 -0.22 0.14
H 11.677 5.010 -15.801 0.05 -0.04 -0.28 0.08
H 10.122 5.740 -15.457 0.06 -0.05 -0.02 0.07
H 10.328 4.976 -17.013 0.19 -0.12 -0.09 0.08
H 10.182 4.354 -13.438 0.14 -0.02 -0.02 0.07
H 10.190 2.739 -13.475 0.11 -0.07 -0.16 0.07
C 9.787 -6.700 -10.278 0.00 -0.11 -0.11 -0.09
O 10.162 -5.433 -9.769 -0.09 -0.58 0.26 -0.18
C 9.814 -4.378 -10.612 -0.32 0.67 -0.20 -0.22
C 10.732 -4.224 -11.824 -0.28 0.16 0.33 -0.41
C 12.157 -4.027 -11.354 0.59 -0.52 -0.10 -0.04
N 10.282 -3.100 -12.670 0.03 -0.50 0.34 0.06
H 10.439 -7.033 -11.097 -0.05 0.08 0.08 0.08
H 8.750 -6.698 -10.644 0.10 0.10 0.04 0.09
H 9.858 -7.425 -9.470 0.07 0.06 0.07 0.09
H 8.772 -4.485 -10.956 0.07 -0.05 0.01 0.11
H 9.860 -3.455 -10.020 0.05 -0.11 0.04 0.14
H 10.659 -5.164 -12.381 0.05 0.18 -0.28 0.13
H 12.399 -2.996 -11.091 -0.18 0.09 -0.07 0.10
H 12.877 -4.379 -12.097 0.00 0.26 -0.02 0.05
H 12.332 -4.639 -10.465 -0.08 0.08 -0.01 0.07
H 9.263 -3.134 -12.726 0.12 0.07 -0.29 0.06
H 10.533 -2.237 -12.193 -0.08 0.02 -0.10 0.10
C 13.152 -3.452 -14.833 0.29 0.22 0.27 -0.17
O 12.012 -2.626 -14.905 0.01 -0.29 -0.14 -0.14
H 13.773 -3.259 -15.707 -0.04 -0.08 -0.13 0.07
H 13.765 -3.218 -13.949 -0.10 -0.08 -0.06 0.07
H 12.896 -4.517 -14.800 0.10 0.05 0.00 0.06
H 11.386 -2.948 -14.229 -0.14 0.32 0.14 0.02
```
Forces are in eV/Å.

Its net charge is 0. Its SMILES is COC[C@H](C)N.COC[C@H](C)N.COC[C@H](C)N.COC[C@H](C)N.COC[C@H](C)N.COC[C@H](C)N.CO. The calculation puts the electronic energy at -50330.1560 eV. As for the energy above the lowest of the compared OMol25 structures with the same formula, charge and spin: 11.8 kcal per mole. Its LUMO energy is 0.41 eV.

---

Molecular formula: C25H71CdN4O13
Method: DFT, ωB97M-V/def2-TZVPD

Geometry as XYZ:
```
114
Properties=species:S:1:pos:R:3:forces:R:3:lowdin_charge:R:1
Cd 9.929 -17.898 -3.716 2.73 0.25 -0.89 1.50
C 11.891 -15.177 -4.451 -0.05 -1.08 -0.57 -0.29
O 11.284 -16.415 -4.707 -0.17 -0.32 0.13 -0.45
H 12.942 -15.157 -4.738 0.88 -0.58 0.68 0.06
H 11.625 -14.417 -5.186 -1.12 0.36 0.36 0.02
H 11.782 -14.895 -3.404 0.05 0.61 0.07 0.07
C 11.625 -20.486 -4.930 1.42 -1.62 -0.97 -0.10
O 10.690 -19.449 -5.100 -0.30 0.39 -0.55 -0.33
C 9.864 -19.616 -6.339 0.54 0.72 1.05 -0.11
C 9.110 -18.271 -6.600 0.99 -1.88 1.34 -0.14
N 8.417 -17.891 -5.317 -1.33 0.15 -2.71 -0.14
C 7.786 -16.549 -5.444 -0.66 -0.43 1.95 -0.14
C 7.541 -16.107 -4.006 0.64 1.47 0.77 -0.18
O 8.753 -16.235 -3.265 -0.62 0.52 0.16 -0.37
C 8.622 -15.953 -1.898 0.60 0.86 1.04 -0.10
H 12.221 -20.523 -5.843 -0.40 -0.58 -0.42 0.10
H 11.168 -21.438 -4.659 -0.44 -0.09 -0.57 0.10
H 12.468 -20.472 -4.240 -0.56 1.63 0.94 0.10
H 9.301 -20.524 -6.123 -0.80 0.34 -0.15 0.13
H 10.441 -19.865 -7.230 0.66 0.25 0.30 0.13
H 8.521 -18.498 -7.489 -0.66 0.54 0.22 0.13
H 9.821 -17.470 -6.798 0.16 -0.20 -0.07 0.11
H 7.551 -18.410 -5.280 0.31 -1.16 0.35 0.12
H 6.761 -16.746 -5.756 0.15 0.73 -1.15 0.14
H 8.400 -15.836 -5.996 -0.28 -0.13 0.01 0.12
H 6.793 -16.620 -3.402 -0.46 -0.46 -0.64 0.14
H 7.331 -15.041 -3.919 -0.46 0.09 -0.48 0.13
H 8.324 -14.919 -1.721 -0.22 0.00 -0.20 0.08
H 9.648 -16.012 -1.533 -0.08 -0.19 0.45 0.09
H 7.950 -16.621 -1.360 -0.02 -0.23 -0.13 0.11
C 15.270 -14.321 -0.792 -1.67 -0.83 -0.65 -0.11
O 15.672 -15.684 -0.675 -0.22 1.58 0.75 -0.19
C 15.243 -16.549 -1.705 0.10 -2.29 0.99 -0.21
C 14.627 -17.895 -1.041 0.33 3.27 -1.40 -0.15
N 13.324 -17.570 -0.363 1.55 -0.51 -1.68 -0.06
C 12.885 -18.759 0.275 -1.37 -0.76 0.91 -0.26
C 11.658 -18.462 1.173 1.51 -1.16 1.26 -0.19
O 11.287 -19.682 1.856 -0.46 0.31 -0.39 -0.18
C 9.928 -20.040 1.827 -0.38 -0.94 -0.03 -0.13
H 15.527 -13.833 -1.733 1.09 0.06 0.00 0.08
H 15.426 -13.699 0.089 0.78 -0.45 -0.04 0.09
H 14.187 -14.327 -0.918 -0.68 -0.02 0.26 0.06
H 16.183 -16.827 -2.182 -0.32 -0.26 -0.66 0.12
H 14.515 -16.164 -2.418 -0.01 0.47 0.13 0.09
H 15.471 -18.317 -0.496 -0.42 -0.04 1.00 0.12
H 14.482 -18.582 -1.876 -0.49 0.02 -0.01 0.10
H 13.352 -16.786 0.273 0.66 -0.05 0.14 0.11
H 13.688 -19.270 0.806 -0.01 0.19 0.83 0.12
H 12.634 -19.538 -0.445 -0.45 0.14 -0.49 0.11
H 10.894 -17.883 0.656 -0.46 -0.54 -0.22 0.10
H 11.984 -17.860 2.021 0.19 0.64 -0.21 0.12
H 9.632 -20.810 2.538 0.92 0.18 0.91 0.09
H 9.717 -20.652 0.950 -0.36 0.78 -0.93 0.08
H 9.238 -19.227 2.053 0.01 0.28 -0.56 0.09
C 15.831 -10.441 -3.982 1.45 -0.52 -1.66 -0.10
O 14.468 -10.714 -4.128 -0.80 -0.59 1.48 -0.18
C 13.749 -10.414 -2.945 -0.72 0.48 -1.55 -0.19
C 12.418 -11.180 -3.099 1.25 -1.21 1.09 -0.11
N 11.754 -11.354 -1.821 -1.24 4.01 -0.63 0.19
C 11.419 -10.076 -1.134 1.48 0.06 0.93 -0.09
C 10.129 -9.366 -1.705 -1.06 -0.33 2.24 -0.10
O 9.576 -8.574 -0.595 0.04 -2.08 -2.27 -0.15
C 9.718 -7.196 -0.645 0.90 2.08 0.28 -0.11
H 16.087 -9.462 -4.389 -0.06 0.34 0.55 0.10
H 16.309 -11.137 -4.671 0.23 -0.04 -0.02 0.09
H 16.283 -10.657 -3.014 -0.43 0.29 0.29 0.10
H 13.554 -9.343 -3.003 -0.12 0.25 0.55 0.13
H 14.265 -10.641 -2.013 0.15 -0.31 -0.05 0.13
H 12.596 -12.198 -3.447 0.28 -0.03 -0.27 0.13
H 11.802 -10.711 -3.866 -0.52 0.25 0.14 0.16
H 10.963 -11.982 -1.855 -0.43 -1.12 0.22 0.11
H 12.263 -9.386 -1.114 0.23 -0.13 -0.89 0.12
H 11.290 -10.132 -0.053 -0.71 -1.03 -0.07 0.14
H 9.428 -10.194 -1.806 -0.25 0.24 -0.37 0.11
H 10.317 -8.876 -2.661 -0.07 0.43 0.27 0.14
H 9.757 -6.740 -1.634 0.54 -0.48 -0.33 0.10
H 10.574 -6.938 -0.022 0.41 0.33 -0.38 0.10
H 8.927 -6.587 -0.208 -0.71 -0.99 0.41 0.10
C 15.861 -9.729 -9.086 0.48 0.14 -0.07 -0.13
O 14.601 -9.294 -9.446 -1.35 0.57 0.16 -0.22
C 13.966 -9.974 -10.539 -0.05 2.50 0.81 -0.17
C 12.528 -9.345 -10.606 0.66 -0.65 -1.98 -0.22
N 11.622 -9.671 -9.541 0.81 -1.68 0.24 -0.04
C 11.430 -11.145 -9.629 -2.35 0.57 2.20 -0.18
C 10.439 -11.583 -8.506 0.68 0.15 -0.60 -0.19
O 11.003 -11.588 -7.197 -2.00 1.61 0.37 -0.21
C 12.077 -12.327 -6.780 0.64 -0.52 -0.75 -0.14
H 16.308 -9.012 -8.397 -0.37 -0.11 0.41 0.09
H 16.557 -9.683 -9.924 0.06 -0.64 -0.33 0.09
H 15.743 -10.714 -8.635 0.71 -0.29 0.03 0.08
H 14.026 -11.051 -10.380 -0.17 -0.08 -0.27 0.11
H 14.515 -9.635 -11.417 -0.09 -0.58 -0.47 0.12
H 12.108 -9.754 -11.525 -0.19 -0.06 -0.24 0.11
H 12.508 -8.272 -10.797 0.69 0.06 0.35 0.12
H 12.225 -9.547 -8.741 -0.28 0.36 0.86 0.09
H 12.337 -11.723 -9.453 0.06 -0.17 -0.76 0.10
H 10.837 -11.338 -10.522 0.76 -0.29 -0.43 0.13
H 9.949 -12.529 -8.736 0.45 -0.65 -0.03 0.11
H 9.592 -10.897 -8.483 0.30 0.38 0.23 0.12
H 12.096 -13.286 -7.298 0.08 -0.55 0.21 0.10
H 11.947 -12.436 -5.703 0.34 -0.23 -0.02 0.05
H 13.038 -11.857 -6.987 0.19 0.22 0.08 0.10
O 13.102 -17.355 -6.796 0.34 -0.37 -0.35 -0.05
H 12.848 -16.870 -6.010 -0.69 0.04 0.63 -0.02
H 12.839 -16.789 -7.522 0.06 0.06 -0.27 0.04
O 15.029 -17.852 -4.547 -0.02 -0.18 0.47 -0.04
H 15.114 -16.915 -4.725 0.11 0.19 -0.12 0.03
H 14.608 -18.208 -5.329 -0.08 -0.03 -0.42 0.01
O 9.248 -13.567 -5.285 -0.28 -0.31 0.23 -0.03
H 10.003 -13.458 -5.862 0.33 0.10 -0.34 0.02
H 8.695 -12.807 -5.467 -0.20 0.33 -0.34 0.08
O 9.326 -12.892 -2.699 0.37 0.47 1.23 -0.05
H 9.613 -13.300 -3.516 0.08 -0.43 -0.91 0.00
H 8.542 -12.398 -2.940 -0.25 0.17 0.02 0.06
```
Forces are in eV/Å.

Its net charge is +2. As for the expectation value of S²: 0.755. The calculation puts the electronic energy at -64192.7930 eV. Its multiplicity is 2. As for the energy above the lowest of the compared OMol25 structures with the same formula, charge and spin: 47.3 kcal per mole. Its LUMO energy (spin up / spin down) is -6.04 / -9.06 eV.